(1)
This record from the Open Molecules 2025 dataset describes one molecule with the formula C4H8O3. The level of theory is the ωB97M-V functional and the def2-TZVPD basis.

net charge: 0
structure (SMILES): C[C@@H](O)COC=O
orbital gap: 0.4150 hartree
HOMO: -10.39 eV
energy relative to the best compared isomer or geometry (same formula, charge and spin): 88.1 kJ/mol
LUMO: 0.0333 hartree

Last column: natural (NBO) charge in e.
Geometry (Å):
C -0.342 -1.467 -1.322  -0.635
C -0.081 -0.036 -0.860  0.073
O -1.282 0.635 -0.545  -0.718
C 0.899 -0.032 0.314  -0.114
O 1.048 1.286 0.863  -0.491
C 0.152 1.636 1.785  0.665
O -0.741 0.944 2.211  -0.616
H 0.549 -1.930 -1.758  0.211
H -1.134 -1.457 -2.075  0.230
H -0.679 -2.090 -0.485  0.204
H 0.359 0.541 -1.682  0.177
H -1.566 0.349 0.336  0.482
H 1.899 -0.328 -0.013  0.204
H 0.562 -0.710 1.105  0.198
H 0.357 2.660 2.126  0.130

(2)
This record from the Open Molecules 2025 dataset describes C42H38AsFeNOPS as an isolated structure. The level of theory is the ωB97M-V functional and the def2-TZVPD basis.

net charge: +2
orbital gap (spin up / spin down): 0.2234 / 0.2852 hartree
2S+1: 2
HOMO (spin up / spin down): -13.65 / -13.94 eV
LUMO (spin up / spin down): -0.2782 / -0.2269 hartree

Last column: Löwdin spin population.
Geometry (Å):
Fe -0.257 -0.988 0.692  1.335
C -3.947 -2.503 -2.110  0.000
C -2.797 -2.155 -1.168  0.000
C -2.310 -3.417 -0.461  0.001
C -3.152 -1.077 -0.117  0.001
C -4.208 -0.019 -0.481  0.000
O -3.471 1.238 -0.535  0.002
C -2.255 1.007 -0.092  0.005
N -1.962 -0.219 0.183  -0.006
C -1.348 2.159 0.009  -0.002
C -1.565 3.243 -0.830  0.000
C -0.665 4.302 -0.839  -0.003
C 0.444 4.277 -0.012  0.001
C 0.656 3.206 0.852  -0.003
C -0.242 2.148 0.885  -0.001
P 0.020 0.768 2.027  -0.077
C 1.463 1.064 3.026  -0.015
C 1.387 1.926 4.123  -0.005
C 2.528 2.184 4.862  -0.001
C 3.733 1.583 4.516  -0.001
C 3.805 0.720 3.431  0.000
C 2.669 0.457 2.682  -0.004
C -1.436 0.637 3.073  -0.009
C -2.267 1.721 3.343  -0.004
C -3.391 1.539 4.137  0.000
C -3.686 0.283 4.651  -0.002
C -2.858 -0.800 4.381  0.001
C -1.731 -0.624 3.593  -0.001
H -3.666 -3.357 -2.725  0.000
H -4.206 -1.693 -2.792  0.000
H -4.845 -2.785 -1.556  0.000
H -1.974 -1.758 -1.774  0.000
H -3.136 -3.894 0.071  0.000
H -1.907 -4.133 -1.177  0.000
H -1.524 -3.224 0.278  0.001
H -3.441 -1.575 0.812  0.000
H -4.969 0.101 0.286  0.000
H -4.681 -0.162 -1.445  0.000
H -2.429 3.254 -1.480  0.000
H -0.835 5.143 -1.497  0.000
H 1.147 5.099 -0.023  0.000
H 1.510 3.211 1.517  0.000
H 0.446 2.383 4.406  0.000
H 2.478 2.846 5.715  0.000
H 4.619 1.784 5.104  0.000
H 4.742 0.245 3.174  0.000
H 2.718 -0.219 1.841  -0.001
H -2.046 2.701 2.937  0.000
H -4.034 2.380 4.359  0.000
H -4.562 0.149 5.272  0.000
H -3.083 -1.775 4.793  0.000
H -1.073 -1.471 3.411  0.001
S 1.171 -2.504 1.125  -0.009
C 1.271 -3.246 -0.497  -0.012
C 1.414 -4.626 -0.620  0.005
C 1.475 -5.187 -1.886  -0.008
C 1.394 -4.395 -3.030  0.006
C 1.260 -3.021 -2.915  -0.006
C 1.223 -2.455 -1.645  -0.013
As 1.037 -0.595 -1.274  -0.112
C 2.765 0.149 -0.904  -0.010
C 3.797 -0.670 -0.455  -0.004
C 5.029 -0.110 -0.158  0.000
C 5.224 1.259 -0.292  -0.007
C 4.195 2.072 -0.744  0.001
C 2.960 1.518 -1.056  -0.006
C 0.408 0.275 -2.859  -0.021
C -0.936 0.545 -3.095  -0.002
C -1.324 1.106 -4.302  0.000
C -0.374 1.394 -5.272  -0.002
C 0.967 1.122 -5.039  -0.001
C 1.366 0.566 -3.831  -0.007
H 1.464 -5.250 0.262  0.000
H 1.579 -6.260 -1.983  -0.001
H 1.445 -4.852 -4.009  0.000
H 1.199 -2.400 -3.800  -0.001
H 3.654 -1.739 -0.354  0.001
H 5.841 -0.745 0.171  0.000
H 6.188 1.690 -0.057  0.000
H 4.357 3.134 -0.869  0.000
H 2.165 2.154 -1.429  0.000
H -1.690 0.311 -2.357  0.000
H -2.369 1.315 -4.490  0.000
H -0.678 1.829 -6.214  0.000
H 1.706 1.342 -5.797  0.000
H 2.415 0.363 -3.655  0.000

(3)
This record from the Open Molecules 2025 dataset describes C26H37Cl3N4O3RuSSeSi as an isolated structure. The level of theory is the ωB97M-V functional and the def2-TZVPD basis.

net charge: -1
orbital gap (spin up / spin down): 0.2097 / 0.2076 hartree
2S+1: 2
HOMO (spin up / spin down): -3.68 / -3.62 eV
energy relative to the best compared isomer or geometry (same formula, charge and spin): 43.6 kJ/mol
LUMO (spin up / spin down): 0.0745 / 0.0745 hartree

Last column: Löwdin spin population.
Geometry (Å):
Ru 1.730 0.893 -1.557  0.633
N 0.655 3.017 -1.947  0.005
N -0.083 3.319 -0.795  0.000
C 0.280 2.650 0.405  0.001
O -0.195 3.104 1.445  0.000
O 1.020 1.617 0.288  0.023
H 1.459 3.610 -2.122  0.009
H 0.058 2.971 -2.761  0.002
H -0.299 4.291 -0.625  0.000
Cl -5.351 5.665 -0.958  0.000
C -4.888 4.076 -0.432  0.000
C -3.678 3.541 -0.838  0.000
C -3.329 2.272 -0.415  0.000
C -4.161 1.509 0.409  0.000
C -3.757 0.132 0.896  0.000
C -3.356 -0.862 -0.189  0.000
N -2.237 -0.484 -1.028  0.000
C -2.256 -0.450 -2.402  0.001
C -1.008 -0.066 -2.788  0.001
N -0.244 0.160 -1.673  0.008
C -1.002 -0.110 -0.629  0.003
O -2.703 0.130 1.848  0.000
C -2.598 1.256 2.716  0.000
C -1.516 0.971 3.705  0.000
C -1.359 1.653 4.869  0.000
Cl -2.386 2.902 5.456  0.000
S 0.045 1.187 5.738  0.000
C 0.439 0.033 4.533  0.000
C -0.464 0.026 3.522  0.000
C -5.354 2.105 0.820  0.000
Cl -6.452 1.290 1.904  0.000
C -5.733 3.371 0.403  0.000
H -3.006 4.116 -1.458  0.000
H -2.354 1.899 -0.695  0.000
H -4.635 -0.338 1.350  0.000
H -4.208 -1.018 -0.851  0.000
H -3.135 -1.807 0.310  0.000
H -3.138 -0.700 -2.965  0.000
H -0.607 0.075 -3.777  0.000
H -0.703 -0.017 0.400  0.000
H -3.547 1.432 3.236  0.000
H -2.325 2.158 2.162  0.000
H 1.333 -0.562 4.623  0.000
H -0.384 -0.612 2.656  0.000
H -6.667 3.799 0.736  0.000
Se 3.352 1.605 -2.983  0.284
C 4.814 -1.144 -1.525  0.009
Si 2.959 -1.103 -1.092  0.012
C 2.956 -1.466 0.825  0.000
C 3.824 -0.374 1.464  0.000
C 3.533 -2.830 1.211  0.000
C 1.556 -1.348 1.437  0.001
C 2.266 -2.645 -2.083  -0.002
C 0.926 -3.157 -1.549  0.000
C 3.246 -3.826 -2.124  0.000
C 2.062 -2.189 -3.533  0.002
H 5.333 -1.989 -1.061  -0.001
H 5.285 -0.215 -1.203  0.002
H 4.952 -1.203 -2.607  0.004
H 4.868 -0.453 1.150  0.000
H 3.797 -0.463 2.559  0.000
H 3.461 0.621 1.195  0.000
H 4.537 -2.985 0.809  0.000
H 2.901 -3.652 0.868  0.000
H 3.599 -2.910 2.305  0.000
H 1.185 -0.326 1.352  0.001
H 1.598 -1.598 2.508  0.000
H 0.837 -2.028 0.973  0.000
H 1.030 -3.611 -0.561  0.000
H 0.521 -3.927 -2.223  0.000
H 0.184 -2.359 -1.476  0.000
H 3.457 -4.232 -1.135  0.000
H 4.197 -3.539 -2.576  0.000
H 2.824 -4.639 -2.732  0.000
H 1.353 -1.363 -3.598  0.002
H 1.687 -3.023 -4.144  0.000
H 2.995 -1.833 -3.978  0.000

(4)
This record from the Open Molecules 2025 dataset describes a 3-piece molecular cluster, C16H40NO8P2 overall in a non-equilibrium geometry. The level of theory is the ωB97M-V functional and the def2-TZVPD basis.

net charge: -1
orbital gap: 0.2683 hartree
HOMO: -4.78 eV
LUMO: 0.0927 hartree

Last column: natural (NBO) charge in e.
Geometry (Å):
C 3.562 4.686 -0.854  -0.243
O 4.202 3.431 -0.991  -0.553
C 4.075 2.843 -2.261  -0.053
C 3.276 1.546 -2.254  -0.425
C 3.568 0.632 -1.071  -0.387
C 2.624 -0.585 -1.106  -0.404
C 1.308 -0.330 -0.345  -0.396
C 0.063 -0.638 -1.166  -0.389
C -1.237 -0.225 -0.459  -0.711
P -1.951 1.486 -0.932  0.910
C -2.714 3.173 -1.502  -0.843
C -2.328 3.655 -2.869  0.805
O -2.327 4.819 -3.149  -0.592
O -2.003 2.747 -3.833  -0.729
O -0.285 2.083 -1.397  -0.704
N 0.059 3.290 -0.862  0.362
O 0.820 3.186 0.039  -0.328
P -4.008 0.879 -0.180  1.138
O -4.501 1.845 0.861  -1.159
H 2.688 4.757 -1.491  0.178
H 4.252 5.496 -1.077  0.154
H 3.197 4.758 0.161  0.194
H 3.625 3.517 -2.989  0.167
H 5.074 2.606 -2.632  0.156
H 3.502 0.990 -3.161  0.190
H 2.207 1.744 -2.242  0.216
H 3.417 1.177 -0.149  0.212
H 4.601 0.284 -1.068  0.178
H 3.135 -1.394 -0.598  0.213
H 2.433 -0.866 -2.136  0.184
H 1.286 0.675 0.060  0.215
H 1.277 -0.999 0.513  0.185
H 0.042 -1.726 -1.260  0.179
H 0.141 -0.251 -2.180  0.193
H -1.080 -0.327 0.615  0.199
H -1.991 -0.954 -0.752  0.201
H -1.731 1.997 0.402  -0.129
H -2.195 0.941 -2.254  -0.165
H -2.533 3.957 -0.785  0.248
H -3.795 3.046 -1.517  0.240
H -1.334 2.154 -3.462  0.500
H -4.928 0.931 -1.271  -0.116
H -4.010 -0.429 0.371  -0.091
C 3.416 -0.845 3.513  -0.631
C 3.201 -2.258 2.991  0.094
C 3.858 -3.294 3.892  -0.628
O 3.710 -2.368 1.664  -0.715
H 4.483 -0.608 3.545  0.192
H 2.940 -0.120 2.853  0.234
H 3.005 -0.726 4.517  0.206
H 2.132 -2.460 2.920  0.180
H 4.939 -3.131 3.937  0.193
H 3.695 -4.299 3.501  0.214
H 3.459 -3.245 4.907  0.207
H 4.656 -2.190 1.688  0.457
C -5.146 -3.532 2.399  -0.629
C -5.196 -3.239 0.907  0.090
C -5.937 -4.331 0.149  -0.628
O -3.876 -3.094 0.393  -0.710
H -4.612 -4.469 2.587  0.190
H -4.611 -2.740 2.924  0.226
H -6.149 -3.615 2.822  0.205
H -5.690 -2.281 0.742  0.186
H -5.427 -5.292 0.268  0.191
H -5.962 -4.105 -0.917  0.219
H -6.962 -4.438 0.508  0.205
H -3.409 -3.926 0.524  0.456

(5)
This record from the Open Molecules 2025 dataset describes one molecule with the formula C4H6O2. The level of theory is the ωB97M-V functional and the def2-TZVPD basis.

net charge: 0
structure (SMILES): O=CCCC=O
orbital gap: 0.3925 hartree
HOMO: -9.94 eV
energy relative to the best compared isomer or geometry (same formula, charge and spin): 119.0 kJ/mol
LUMO: 0.0273 hartree

Last column: natural (NBO) charge in e.
Geometry (Å):
O 0.724 0.285 -2.045  -0.509
C 1.211 0.328 -0.942  0.432
C 0.503 0.896 0.265  -0.498
C -0.298 -0.294 0.838  -0.501
C -1.214 -0.842 -0.249  0.438
O -2.294 -0.359 -0.484  -0.506
H 2.167 -0.191 -0.732  0.108
H -0.181 1.694 -0.038  0.240
H 1.215 1.278 1.007  0.225
H 0.397 -1.068 1.189  0.212
H -0.924 0.019 1.678  0.243
H -0.822 -1.696 -0.842  0.117